(1)
{
  "formula": "C4H6N2OS",
  "method": "ωB97M-V/def2-TZVPD",
  "spin_multiplicity": 1,
  "homo_ha": -0.3009,
  "e_lumo_ev": 0.62,
  "relative_energy_kcal_mol": 101.2,
  "smiles": "Cn1nc(O)cc1S",
  "species": ["C", "C", "C", "C", "H", "H", "H", "H", "H", "H", "N", "N", "O", "S"],
  "positions_angstrom": [[1.176270, 1.648209, 0.023846], [-1.649861, -0.469031, -0.088594], [-0.605944, -1.462907, -0.113408], [0.548865, -0.620986, -0.103509], [2.277366, 1.339648, -0.525022], [0.650171, 2.576451, -0.662184], [1.284631, 1.737569, 1.337697], [-3.355632, 0.150265, 0.159258], [-0.799585, -2.488882, -0.457502], [2.097846, -2.208280, 0.409817], [0.116470, 0.676810, -0.058071], [-1.185684, 0.802848, -0.080765], [-2.885209, -0.732154, 0.141027], [2.330293, -0.949566, 0.017405]],
  "atomic_forces_ev_per_a": [[-0.287, 2.974, 0.498], [4.350, 0.748, 0.347], [0.157, 1.947, -0.936], [-1.091, -0.876, 0.132], [-3.580, 0.806, 1.645], [2.048, -1.926, 2.620], [0.294, 0.733, -4.191], [0.444, -1.382, 0.023], [0.588, 0.530, 0.737], [0.168, -0.082, -0.049], [4.165, -3.423, -0.896], [-1.962, -0.681, 0.233], [-3.854, 1.047, -0.125], [-1.439, -0.416, -0.040]]
}

(2)
{
  "formula": "C12H20Cl2IrN2",
  "method": "ωB97M-V/def2-TZVPD",
  "spin_multiplicity": 6,
  "homo_ha": [-0.2268, -0.3207],
  "e_lumo_ev": [0.47, -2.00],
  "relative_energy_kcal_mol": 0.0,
  "species": ["Ir", "Cl", "Cl", "C", "H", "H", "C", "C", "H", "C", "H", "C", "H", "H", "C", "H", "H", "C", "H", "H", "H", "H", "C", "C", "C", "C", "N", "N", "C", "H", "H", "H", "H", "H", "H", "H", "H"],
  "positions_angstrom": [[0.301359, 0.238019, -0.204855], [0.320526, -2.018102, -0.571360], [1.261104, 2.213080, 0.400405], [2.790586, -0.147896, -1.902051], [3.277170, 0.443477, -1.136407], [3.285940, -1.001283, -2.358497], [-1.390547, 0.774631, -0.807825], [1.572426, 0.252911, -2.391030], [-2.247684, 0.796466, -0.139865], [0.998718, -0.430385, -3.618200], [1.158081, 1.243767, -2.135339], [-0.262563, 0.265306, -4.151150], [1.734907, -0.486269, -4.439762], [0.796219, -1.488488, -3.388669], [-1.454429, 0.100963, -3.206545], [-0.057883, 1.329876, -4.333966], [-0.537051, -0.168824, -5.122019], [-1.600770, 1.263980, -2.178408], [-2.366429, 0.071366, -3.818720], [-1.394823, -0.876518, -2.706810], [-0.848979, 2.058494, -2.307965], [-2.608695, 1.699126, -2.292507], [1.609879, -0.043457, 5.203233], [0.671669, -0.181476, 4.061006], [-0.646636, -0.624037, 4.005508], [-1.049176, -0.566519, 2.644805], [-0.009531, -0.092173, 1.907445], [1.013197, 0.107758, 2.786800], [-2.362010, -0.980799, 2.129779], [1.190542, 0.624854, 5.976434], [1.740846, -1.011815, 5.719067], [2.608366, 0.338066, 4.919969], [-1.235931, -0.958867, 4.846895], [1.893384, 0.532362, 2.505374], [-2.577925, -2.009681, 2.468162], [-3.156317, -0.377426, 2.598819], [-2.417540, -0.890480, 1.038264]],
  "atomic_forces_ev_per_a": [[4.899, -2.524, 1.670], [0.092, -1.310, 0.094], [1.057, 1.384, 0.166], [-1.493, 1.023, -0.448], [0.137, -0.194, 0.010], [-0.052, 0.006, 0.363], [-5.776, 1.662, -1.104], [1.625, -0.072, -0.715], [-0.196, -0.188, -0.091], [-0.262, -0.059, -0.336], [0.498, -0.311, -0.316], [0.064, -0.561, -0.100], [0.040, 0.308, 0.460], [-0.192, 0.284, 0.080], [-0.178, 0.463, -0.504], [-0.030, -0.189, 0.041], [0.233, 0.029, 0.128], [-0.444, 0.061, 0.021], [0.109, 0.052, 0.200], [0.002, 0.332, 0.021], [-0.230, 0.007, -0.755], [0.421, 0.107, 0.052], [0.298, -0.001, 0.841], [-0.707, -0.214, -0.841], [0.321, 0.135, -0.343], [1.981, 0.563, 0.886], [-0.857, -0.622, 1.919], [-0.150, -0.001, 0.408], [-0.748, -0.196, -0.161], [0.176, -0.115, -0.447], [0.039, 0.323, -0.383], [-0.558, -0.192, 0.012], [0.006, 0.030, -0.134], [-0.539, -0.095, -0.317], [0.209, 0.289, -0.441], [0.283, 0.019, -0.309], [-0.079, -0.235, 0.371]]
}